{
  "formula": "C24H29AsN2O2PdS",
  "method": "ωB97M-V/def2-TZVPD",
  "homo_lumo_gap_ev": [7.49, 5.47],
  "spin_multiplicity": 5,
  "homo_energy_ev": [-14.27, -14.94],
  "total_charge": 2,
  "e_above_lowest_kj_mol": 53.15,
  "total_energy_ev": -107570.0639,
  "symbols": ["Pd", "C", "C", "C", "C", "C", "C", "C", "C", "S", "C", "N", "C", "C", "C", "C", "C", "C", "C", "C", "H", "H", "H", "H", "H", "H", "H", "H", "H", "H", "H", "H", "H", "H", "H", "H", "O", "C", "C", "C", "C", "O", "N", "H", "H", "H", "H", "C", "As", "C", "C", "H", "H", "H", "H", "H", "H", "H", "H", "H"],
  "xyz": [[-1.62997, 0.26559, -0.20010], [3.87876, 1.62799, -0.09885], [4.44380, 0.22311, -0.30056], [5.26918, -0.16388, 0.93796], [5.32931, 0.21266, -1.55708], [3.33987, -0.80359, -0.47864], [3.72616, -2.19558, -0.65937], [2.83071, -3.22685, -0.80385], [1.48299, -2.89463, -0.77436], [0.12481, -3.92088, -0.89312], [-0.91993, -2.54832, -0.74322], [-0.26583, -1.37138, -0.62479], [1.06672, -1.51757, -0.61642], [2.01680, -0.48622, -0.46720], [-2.32336, -2.59696, -0.71219], [-3.05045, -3.81358, -0.77632], [-4.41480, -3.77614, -0.68214], [-5.06605, -2.54201, -0.51837], [-4.36546, -1.33444, -0.45952], [-2.99874, -1.35609, -0.56439], [4.70404, 2.32195, 0.05987], [3.22536, 1.68538, 0.77541], [3.32713, 1.97259, -0.97766], [6.05763, 0.57584, 1.08359], [5.75368, -1.13566, 0.83044], [4.65555, -0.18334, 1.84058], [6.11895, 0.95670, -1.44123], [4.75939, 0.46378, -2.45363], [5.81442, -0.75178, -1.71813], [4.78263, -2.42922, -0.67447], [3.16584, -4.24702, -0.92943], [1.67373, 0.52321, -0.30526], [-2.53907, -4.76284, -0.89051], [-4.99092, -4.68969, -0.72166], [-6.14530, -2.52846, -0.42439], [-4.91131, -0.41344, -0.30587], [0.23823, 1.10020, 1.50391], [-0.63312, 0.73138, 2.28645], [-0.60818, 0.65808, 3.79155], [-1.99197, 0.09872, 4.15087], [-2.70076, -0.15315, 2.82740], [-3.78623, -0.61938, 2.64702], [-1.83428, 0.29418, 1.79520], [-0.41485, 1.65094, 4.19624], [0.21529, 0.01878, 4.10918], [-2.60020, 0.78219, 4.74090], [-1.94990, -0.84394, 4.69435], [-1.08801, 3.97935, -0.32859], [-1.91311, 2.49038, -1.19906], [-3.81496, 2.75879, -1.05866], [-1.48543, 2.63912, -3.06139], [-1.44377, 4.87424, -0.83830], [-0.00708, 3.90240, -0.40719], [-1.38157, 3.99887, 0.71765], [-4.04005, 3.73609, -1.48640], [-4.11298, 2.73430, -0.01329], [-4.33649, 1.98433, -1.61563], [-1.96416, 3.55065, -3.41787], [-1.86502, 1.78200, -3.61000], [-0.40767, 2.71226, -3.17943]]
}

---

{
  "formula": "C37H54BMnN7S3Se2",
  "method": "ωB97M-V/def2-TZVPD",
  "homo_lumo_gap_ev": [5.19, 5.75],
  "spin_multiplicity": 6,
  "homo_energy_ev": [-5.58, -6.15],
  "total_charge": 0,
  "e_above_lowest_kj_mol": 203.58,
  "total_energy_ev": -244871.6723,
  "symbols": ["Mn", "C", "C", "C", "C", "N", "N", "B", "N", "N", "C", "C", "C", "C", "C", "S", "C", "C", "C", "C", "N", "N", "C", "C", "C", "C", "C", "S", "C", "C", "C", "C", "C", "S", "C", "C", "C", "C", "H", "H", "H", "H", "H", "H", "H", "H", "H", "H", "H", "H", "H", "H", "H", "H", "H", "H", "H", "H", "H", "H", "H", "H", "H", "H", "H", "H", "H", "H", "H", "H", "H", "H", "H", "H", "H", "H", "H", "C", "Se", "C", "C", "Se", "C", "H", "H", "H", "H", "H", "H", "H", "H", "H", "H", "N", "C", "C", "C", "C", "C", "C", "H", "H", "H", "H", "H"],
  "xyz": [[0.77406, -2.16623, -1.34197], [-4.33757, -0.27587, -1.64119], [-3.25762, 0.57651, -1.06267], [-3.41695, 1.90777, -0.84433], [-2.35273, 2.68563, -0.31566], [-1.19778, 2.14704, -0.06482], [-1.03514, 0.83373, -0.27766], [0.34724, 0.33141, 0.05817], [0.55936, -0.41479, 1.24869], [-0.49237, -0.37795, 2.13117], [-0.34577, -0.98484, 3.26808], [0.83199, -1.69461, 3.61217], [1.83463, -1.84628, 2.68002], [3.00337, -2.74891, 2.92251], [1.69188, -1.20765, 1.44276], [2.71220, -1.48466, 0.09359], [-1.52598, -0.92308, 4.22871], [-1.05274, -0.31681, 5.55680], [-2.65065, -0.05701, 3.66151], [-2.04995, -2.34564, 4.45876], [1.47133, 1.11686, -0.59015], [1.98114, 2.03157, 0.23722], [2.91983, 2.82160, -0.20551], [3.37348, 2.72373, -1.54236], [2.85499, 1.78390, -2.38231], [3.33630, 1.59996, -3.78473], [1.85979, 0.91946, -1.85317], [1.19640, -0.38779, -2.72053], [3.45625, 3.82545, 0.81069], [3.99622, 3.05077, 2.01916], [2.29519, 4.72362, 1.25801], [4.56733, 4.69021, 0.21872], [-1.98997, -0.00593, -0.73638], [-1.68118, -1.66001, -0.88659], [-2.45417, 4.18341, -0.04722], [-3.89355, 4.68518, -0.17130], [-1.94994, 4.47203, 1.37180], [-1.56961, 4.90994, -1.06865], [-5.23676, 0.31260, -1.81867], [-4.56885, -1.10844, -0.97631], [-3.99066, -0.70744, -2.58272], [-4.36145, 2.37489, -1.08589], [0.90426, -2.19671, 4.56683], [2.95072, -3.18242, 3.92018], [3.94609, -2.21192, 2.81161], [3.00350, -3.54962, 2.17980], [-0.63011, 0.67698, 5.39620], [-0.29572, -0.93490, 6.04032], [-1.89721, -0.22295, 6.24244], [-2.30219, 0.96041, 3.47795], [-3.47639, -0.02551, 4.37498], [-3.01644, -0.45677, 2.71540], [-1.28087, -2.99451, 4.87982], [-2.38730, -2.78531, 3.51854], [-2.89308, -2.32509, 5.15247], [4.15361, 3.37942, -1.90226], [4.03128, 2.39087, -4.06083], [2.49857, 1.59108, -4.48249], [3.83574, 0.63369, -3.87803], [3.21691, 2.42125, 2.44733], [4.34377, 3.74934, 2.78231], [4.83256, 2.41082, 1.73110], [1.47425, 4.11654, 1.63760], [1.92426, 5.32575, 0.42497], [2.62868, 5.39938, 2.04739], [5.42741, 4.09082, -0.08695], [4.90941, 5.39908, 0.97346], [4.21829, 5.26542, -0.64140], [-4.56807, 4.13863, 0.49101], [-4.26925, 4.61023, -1.19352], [-3.92849, 5.73739, 0.11373], [-2.59391, 3.99252, 2.11219], [-1.95667, 5.54799, 1.55517], [-0.93818, 4.09530, 1.50700], [-1.90496, 4.70858, -2.08858], [-0.53451, 4.57812, -0.97666], [-1.60850, 5.98804, -0.90094], [-3.31575, 0.23221, -5.28319], [-1.59976, 0.32462, -4.35839], [-0.86104, -1.31316, -5.14393], [-1.26454, -2.59573, -4.42043], [0.20317, -3.52425, -3.49469], [-0.96444, -4.86675, -2.72596], [-3.17686, 0.33994, -6.35610], [-3.91846, 1.05786, -4.91042], [-3.81698, -0.70703, -5.05808], [0.21768, -1.17357, -5.17812], [-1.22090, -1.32609, -6.17165], [-1.65102, -3.34024, -5.11686], [-2.01316, -2.40144, -3.65290], [-1.45359, -5.40621, -3.53437], [-1.68635, -4.37037, -2.08245], [-0.34423, -5.53502, -2.13546], [0.77055, -3.63934, -0.46552], [1.19604, -4.85875, -0.10322], [2.33273, -5.48058, -0.68339], [2.74010, -6.74404, -0.29594], [2.04602, -7.44939, 0.68245], [0.92852, -6.85810, 1.26595], [0.50573, -5.59718, 0.88877], [2.88046, -4.92425, -1.43634], [3.61452, -7.18838, -0.75772], [2.37012, -8.43562, 0.98712], [0.37760, -7.39382, 2.03080], [-0.36522, -5.14061, 1.34415]]
}

---

{
  "formula": "C52H83AsCl3N6PRbSbSi3",
  "method": "ωB97M-V/def2-TZVPD",
  "homo_lumo_gap_ev": 8.03,
  "homo_energy_ev": -12.17,
  "total_charge": 2,
  "e_above_lowest_kj_mol": 0.00,
  "total_energy_ev": -202724.5362,
  "symbols": ["Rb", "N", "C", "C", "C", "C", "C", "C", "P", "C", "C", "C", "C", "C", "C", "C", "C", "C", "C", "C", "C", "H", "H", "H", "H", "H", "H", "H", "H", "H", "H", "H", "H", "H", "H", "H", "H", "C", "C", "C", "C", "N", "C", "C", "C", "C", "C", "C", "N", "H", "H", "H", "H", "H", "H", "H", "H", "C", "Si", "C", "C", "As", "Si", "C", "C", "C", "Si", "C", "C", "C", "H", "H", "H", "H", "H", "H", "H", "H", "H", "H", "H", "H", "H", "H", "H", "H", "H", "H", "H", "H", "H", "H", "H", "H", "H", "H", "H", "N", "C", "C", "N", "C", "C", "H", "H", "H", "H", "H", "H", "H", "H", "H", "H", "H", "Cl", "C", "Cl", "Cl", "C", "N", "C", "C", "C", "Sb", "C", "C", "C", "C", "C", "C", "H", "H", "H", "H", "H", "H", "H", "H", "H", "H", "H", "H", "H", "H", "H", "H", "H", "H", "H", "H", "H"],
  "xyz": [[0.01174, -0.57617, -0.69263], [-1.19568, -2.25634, 1.53258], [-2.50775, -2.47870, 2.01299], [-2.68360, -3.29143, 3.13478], [-3.94649, -3.54031, 3.63462], [-5.06690, -2.99928, 3.01232], [-4.89274, -2.18723, 1.91056], [-3.62128, -1.87831, 1.41427], [-3.43099, -0.75024, -0.01156], [-4.13835, 0.82934, 0.60819], [-4.13962, 1.92498, -0.26324], [-4.58209, 3.17114, 0.15430], [-5.01359, 3.35549, 1.46220], [-5.00053, 2.28356, 2.34147], [-4.56715, 1.03179, 1.91912], [-4.75361, -1.39692, -1.10644], [-4.81334, -2.77779, -1.28974], [-5.77396, -3.33915, -2.11270], [-6.68171, -2.52783, -2.77971], [-6.63105, -1.15444, -2.60231], [-5.67962, -0.59167, -1.76204], [-0.53864, -2.92418, 1.91664], [-1.14906, -2.31398, 0.52102], [-1.81837, -3.75245, 3.59531], [-4.06178, -4.18212, 4.49676], [-6.05869, -3.21674, 3.38092], [-5.76157, -1.77219, 1.41274], [-3.77856, 1.80308, -1.27998], [-4.59441, 3.99805, -0.54298], [-5.37251, 4.32323, 1.78590], [-5.35082, 2.41204, 3.35795], [-4.57047, 0.21091, 2.62254], [-4.11952, -3.42726, -0.76522], [-5.81677, -4.41368, -2.22988], [-7.43643, -2.96587, -3.41768], [-7.34648, -0.51543, -3.10065], [-5.68572, 0.47909, -1.61358], [-2.40629, -3.63184, -4.20385], [-1.71893, -4.81535, -4.40043], [-0.59773, -5.07368, -3.62952], [-0.19198, -4.13976, -2.68078], [-0.86509, -3.00255, -2.48185], [-1.93623, -2.76625, -3.22945], [1.03059, -4.35052, -1.84477], [1.84953, -5.46430, -2.01895], [2.98349, -5.60024, -1.23966], [3.27215, -4.62195, -0.30386], [2.39766, -3.55257, -0.19278], [1.30854, -3.40994, -0.93858], [-3.28612, -3.38058, -4.77691], [-2.04592, -5.53088, -5.14204], [-0.05386, -5.99219, -3.78011], [-2.45440, -1.83324, -3.04356], [1.61873, -6.21883, -2.75354], [3.62882, -6.45913, -1.36290], [4.14780, -4.68149, 0.32427], [2.58201, -2.76285, 0.53101], [2.82831, 3.16084, 3.21987], [4.17143, 1.92907, 2.70702], [4.76473, 2.37021, 0.98704], [5.53672, 2.15948, 3.95923], [3.21321, -0.22951, 2.50094], [2.66415, -0.91043, 4.70094], [1.90979, -2.62576, 4.56483], [4.08103, -0.91095, 5.91750], [1.29289, 0.21101, 5.35082], [5.18491, -1.50594, 2.08956], [4.83322, -3.26895, 2.62051], [6.73781, -0.96704, 2.98211], [5.51484, -1.37647, 0.24752], [3.29823, 4.10766, 3.49111], [2.29664, 2.80519, 4.10444], [2.13765, 3.36129, 2.40137], [4.99780, 3.43352, 0.91372], [4.01410, 2.12729, 0.23182], [5.67190, 1.82037, 0.73634], [5.83485, 3.21043, 3.94034], [6.41986, 1.56268, 3.75003], [5.20896, 1.92999, 4.97221], [2.64723, -3.41340, 4.70599], [1.43561, -2.78474, 3.59476], [1.14643, -2.74844, 5.33585], [4.93687, -1.47619, 5.54946], [3.75519, -1.37952, 6.84852], [4.42192, 0.09543, 6.15620], [0.38636, 0.06266, 4.76084], [1.55714, 1.26824, 5.36021], [1.06395, -0.07269, 6.37953], [4.89866, -3.34929, 3.70617], [5.60681, -3.92230, 2.21054], [3.86089, -3.65214, 2.31706], [6.60386, -0.77515, 4.04433], [7.19199, -0.08801, 2.52489], [7.45262, -1.78836, 2.88285], [4.62184, -1.52369, -0.35601], [6.25450, -2.12065, -0.05518], [5.92503, -0.39483, 0.00589], [-0.55992, 3.28543, 3.42974], [-0.61889, 3.95021, 2.08167], [-0.28464, 2.91394, 1.01640], [-1.12611, 1.73811, 1.08309], [-1.12033, 1.12721, 2.40096], [-1.48803, 2.10142, 3.50867], [-0.77605, 3.95782, 4.16679], [0.40691, 2.97315, 3.59238], [0.07632, 4.78875, 2.09933], [-1.63900, 4.32082, 1.96882], [0.75975, 2.59787, 1.11704], [-0.38107, 3.37559, 0.03213], [-2.07415, 1.95667, 0.78880], [-0.12273, 0.70835, 2.58489], [-1.81834, 0.28874, 2.42333], [-1.38719, 1.67448, 4.50517], [-2.49851, 2.49239, 3.37097], [3.81624, -0.00790, -5.13609], [4.50613, -0.36619, -3.54833], [5.15453, -2.00783, -3.49569], [5.74269, 0.82086, -3.11894], [3.42655, -0.27211, -2.55573], [2.58741, -0.19450, -1.78100], [-1.97893, 4.57718, -4.90161], [-1.49801, 4.36450, -3.47236], [-2.58172, 4.76973, -2.47915], [-0.80922, 2.35217, -3.04510], [-1.60020, 1.26183, -4.72850], [-3.04403, 0.86840, -4.43364], [-0.72818, 0.04505, -5.01006], [1.24024, 2.54388, -3.71210], [2.07513, 3.23875, -2.64525], [1.39519, 3.22086, -5.06648], [-2.26443, 5.62104, -5.05081], [-2.86049, 3.97123, -5.11917], [-1.21830, 4.33588, -5.64278], [-0.61305, 4.98628, -3.30001], [-3.48341, 4.16906, -2.62663], [-2.86665, 5.81507, -2.61508], [-2.26610, 4.63979, -1.44041], [-1.57750, 1.92946, -5.59168], [-3.12414, 0.27090, -3.51930], [-3.46303, 0.27389, -5.24852], [-3.68837, 1.74034, -4.30242], [-0.58817, -0.57722, -4.11996], [0.26119, 0.32542, -5.37493], [-1.18875, -0.59308, -5.76844], [1.57868, 1.50688, -3.79733], [1.75624, 4.27469, -2.50358], [3.12939, 3.27044, -2.93313], [2.01350, 2.73179, -1.67795], [1.08291, 4.26609, -5.02780], [0.81230, 2.72873, -5.84665], [2.44173, 3.21189, -5.38330]]
}